[1]
174
Properties=species:S:1:pos:R:3 method="wB97M-V/def2-TZVPD" e_tot_ev=-333147.725 multiplicity=1 total_charge=-2 e_homo_ev=-4.803
C -3.31 4.40 -5.95
C -2.52 3.21 -5.49
C -2.87 2.00 -6.28
O -2.16 0.86 -5.77
C -2.51 -0.42 -6.35
N -1.02 3.55 -5.69
H -0.50 4.06 -4.99
H -0.57 2.65 -5.70
H -0.94 3.95 -6.62
H -2.86 5.31 -5.55
H -4.32 4.21 -5.61
H -3.21 4.51 -7.03
H -2.70 3.05 -4.43
H -2.71 2.13 -7.35
H -3.93 1.79 -6.34
H -1.93 -1.19 -5.84
H -2.20 -0.46 -7.39
H -3.57 -0.67 -6.35
C 5.55 -1.98 1.50
C 5.98 -2.94 2.65
C 5.71 -2.75 4.10
O 4.39 -2.61 4.40
C 4.08 -2.34 5.80
N 5.35 -4.31 2.31
H 4.36 -4.28 2.49
H 5.30 -4.45 1.31
H 5.81 -5.10 2.74
H 4.48 -1.83 1.32
H 5.84 -2.24 0.49
H 6.06 -1.02 1.59
H 7.05 -3.11 2.59
H 6.32 -1.97 4.56
H 6.16 -3.49 4.76
H 3.05 -2.02 5.99
H 4.69 -1.50 6.11
H 4.45 -3.14 6.44
C -6.39 2.98 -1.94
C -6.82 3.21 -0.42
C -5.58 3.08 0.58
O -6.03 3.34 1.86
C -5.14 3.56 3.00
N -7.41 4.59 -0.10
H -7.35 4.85 0.87
H -6.91 5.29 -0.64
H -8.41 4.58 -0.28
H -7.20 3.33 -2.58
H -6.27 1.90 -2.00
H -5.44 3.37 -2.28
H -7.68 2.62 -0.10
H -4.74 3.68 0.23
H -5.17 2.08 0.67
H -4.71 4.56 3.13
H -4.26 2.93 2.87
H -5.56 3.28 3.97
C -3.66 0.04 -3.10
C -2.68 0.20 -1.92
C -1.21 0.67 -2.29
N -0.08 0.39 -1.29
C 1.31 0.91 -1.70
C 2.36 0.80 -0.55
C 1.89 1.50 0.74
C 0.46 1.04 1.12
C -0.59 1.13 0.01
C 0.09 -1.15 -1.08
H -4.67 -0.20 -2.76
H -3.32 -0.89 -3.55
H -3.72 0.90 -3.77
H -2.56 -0.79 -1.48
H -3.25 0.85 -1.26
H -1.24 1.73 -2.53
H -0.93 0.07 -3.16
H 1.02 1.95 -1.84
H 1.60 0.38 -2.61
H 3.28 1.23 -0.92
H 2.66 -0.22 -0.30
H 1.86 2.56 0.49
H 2.54 1.28 1.59
H 0.03 1.65 1.91
H 0.44 -0.01 1.43
H -0.68 2.20 -0.17
H -1.58 0.79 0.31
H 0.87 -1.21 -0.32
H 0.54 -1.45 -2.03
H -0.85 -1.62 -0.79
C -0.78 5.38 -2.43
F -1.33 4.11 -2.34
F -1.28 5.97 -3.58
F -1.05 6.10 -1.31
S 1.12 5.22 -2.48
O 1.70 6.56 -2.54
O 1.27 4.40 -1.25
N 1.22 4.18 -3.88
S 2.74 4.40 -4.28
O 3.06 5.61 -5.10
O 3.66 4.12 -3.16
C 2.89 2.90 -5.63
F 2.15 3.36 -6.68
F 4.13 2.77 -6.08
F 2.46 1.71 -5.17
C 1.63 1.06 6.27
F 1.72 2.18 6.97
F 2.88 0.76 5.88
F 1.14 0.07 7.02
S 0.45 1.40 4.91
O 1.02 2.55 4.16
O 0.37 0.13 4.22
N -1.01 1.73 5.78
S -1.30 3.13 5.41
O -0.33 4.08 5.94
O -1.63 3.26 3.96
C -2.93 3.45 6.41
F -3.52 4.60 5.95
F -3.72 2.39 6.14
F -2.62 3.55 7.73
C 7.49 -4.38 -0.98
F 7.48 -3.61 0.13
F 8.31 -3.81 -1.80
F 7.95 -5.65 -0.69
S 5.72 -4.56 -1.92
O 5.57 -3.38 -2.81
O 6.04 -5.75 -2.70
N 4.69 -4.76 -0.48
S 3.47 -4.17 -0.98
O 3.51 -2.65 -0.97
O 2.92 -4.91 -2.15
C 2.33 -4.64 0.48
F 2.31 -5.95 0.66
F 2.68 -3.96 1.66
F 1.11 -4.21 0.22
C -2.76 -1.69 2.25
F -1.50 -1.15 2.44
F -3.22 -1.43 1.01
F -2.70 -2.97 2.36
S -4.06 -1.00 3.60
O -3.56 0.36 3.81
O -5.43 -1.02 3.06
N -3.83 -2.01 4.95
S -5.01 -2.90 4.96
O -6.21 -2.27 5.50
O -5.20 -3.74 3.75
C -4.58 -4.19 6.39
F -3.42 -4.76 6.22
F -4.62 -3.50 7.54
F -5.52 -5.12 6.37
C 6.07 3.51 1.53
F 5.21 3.07 2.48
F 5.40 4.18 0.58
F 7.04 4.29 2.06
S 6.87 1.97 0.61
O 5.78 1.02 0.49
O 7.44 2.57 -0.58
N 7.99 1.41 1.77
S 8.94 0.51 1.03
O 8.31 -0.34 0.01
O 10.25 1.09 0.63
C 9.41 -0.77 2.52
F 9.99 -1.86 2.03
F 10.17 -0.15 3.44
F 8.30 -1.23 3.08
C -2.63 -4.44 -3.04
F -1.54 -5.13 -2.62
F -2.37 -3.17 -3.22
F -3.11 -4.92 -4.11
S -3.82 -4.62 -1.43
O -2.97 -4.55 -0.21
O -4.79 -3.50 -1.56
N -4.37 -6.31 -1.49
S -5.89 -6.07 -1.75
O -6.53 -5.88 -0.49
O -6.35 -5.28 -2.95
C -6.49 -7.86 -2.21
F -6.26 -8.62 -1.13
F -7.81 -7.70 -2.32
F -5.93 -8.43 -3.28

[2]
108
Properties=species:S:1:pos:R:3 method="wB97M-V/def2-TZVPD" e_tot_ev=-72075.454 multiplicity=1 total_charge=0 e_homo_ev=-6.362
Rb -0.42 1.26 -4.40
C 1.79 -0.12 -1.22
C 0.47 -0.43 -0.39
C 0.64 0.47 0.84
C -0.59 0.49 1.66
C -1.78 1.05 0.76
C -2.07 0.24 -0.50
N -0.78 -0.14 -1.21
O -0.92 -0.86 -2.51
C -2.88 1.21 -1.45
C -2.98 -0.89 -0.08
C 0.59 -1.97 0.08
H 2.66 0.13 -0.61
H 1.71 0.57 -2.06
H 2.20 -1.07 -1.56
H 0.91 1.49 0.58
H 1.44 0.08 1.47
H -0.49 1.07 2.57
H -0.72 -0.49 2.12
H -1.38 2.02 0.49
H -2.68 1.15 1.38
H -2.96 0.87 -2.48
H -2.37 2.17 -1.51
H -3.94 1.36 -1.24
H -2.53 -1.37 0.78
H -3.17 -1.69 -0.81
H -3.95 -0.45 0.15
H 1.55 -2.32 0.46
H 0.41 -2.56 -0.81
H -0.08 -2.24 0.90
C 5.85 -0.23 -2.09
C 5.03 -1.53 -1.99
C 5.98 -2.61 -2.48
O 7.01 -1.95 -3.29
C 6.72 -0.46 -3.32
H 6.48 -0.24 -1.20
H 5.18 0.63 -2.20
H 4.17 -1.48 -2.65
H 4.66 -1.79 -1.01
H 5.41 -3.45 -2.87
H 6.33 -3.05 -1.55
H 6.12 -0.30 -4.21
H 7.51 0.27 -3.16
C 4.93 -0.14 2.37
C 4.02 -1.09 3.10
C 3.92 -2.50 2.44
O 4.85 -3.27 3.13
C 5.03 -2.71 4.31
O 5.55 -3.25 5.28
O 4.68 -1.43 4.31
H 5.99 -0.32 2.54
H 4.75 0.85 2.78
H 4.64 0.02 1.34
H 3.04 -0.64 3.24
H 4.20 -2.24 1.42
H 2.87 -2.80 2.55
C 1.39 -6.16 -0.43
C 2.34 -5.76 0.73
C 3.20 -6.93 1.16
O 4.38 -6.71 0.39
C 4.44 -5.58 -0.05
O 5.40 -5.10 -0.64
O 3.31 -4.87 0.21
H 1.21 -5.13 -0.74
H 0.46 -6.65 -0.16
H 1.75 -6.62 -1.35
H 1.68 -5.28 1.45
H 2.71 -7.84 0.83
H 3.29 -7.01 2.24
C 0.14 5.91 -1.32
C 0.04 5.52 0.23
C 1.08 6.35 1.01
O 0.32 7.16 1.93
C -0.96 6.99 1.63
O -1.88 7.43 2.22
O -1.17 6.13 0.63
H 0.14 6.96 -1.59
H -0.84 5.69 -1.75
H 0.78 5.28 -1.95
H 0.14 4.46 0.47
H 1.72 6.96 0.37
H 1.67 5.63 1.57
C -3.99 3.84 0.21
C -4.46 4.55 1.47
C -4.60 6.09 1.36
O -5.85 6.48 1.71
C -6.63 5.42 1.98
O -7.76 5.42 2.52
O -5.88 4.34 1.71
H -4.30 2.81 0.33
H -2.90 3.91 0.14
H -4.45 4.31 -0.66
H -3.85 4.30 2.34
H -4.24 6.45 0.39
H -3.92 6.53 2.10
C -6.95 -0.69 -1.07
C -6.23 -1.90 -1.64
C -6.47 -3.23 -0.93
O -6.77 -4.08 -1.98
C -6.82 -3.38 -3.10
O -7.22 -3.95 -4.14
O -6.66 -2.13 -2.90
H -6.47 -0.26 -0.18
H -8.01 -0.91 -0.97
H -7.03 0.09 -1.82
H -5.17 -1.68 -1.51
H -7.24 -3.12 -0.16
H -5.48 -3.36 -0.50